(1)
{
  "formula": "C39H79AlBr28NO2",
  "method": "ωB97M-V/def2-TZVPD",
  "symbols": ["C", "C", "C", "O", "O", "C", "C", "Al", "Br", "C", "C", "C", "C", "C", "N", "C", "Br", "C", "C", "H", "H", "H", "H", "H", "H", "H", "H", "H", "H", "H", "H", "H", "H", "H", "H", "H", "H", "H", "H", "H", "H", "H", "H", "H", "H", "H", "Br", "C", "C", "Br", "H", "H", "H", "H", "Br", "C", "C", "Br", "H", "H", "H", "H", "Br", "C", "C", "Br", "H", "H", "H", "H", "Br", "C", "C", "Br", "H", "H", "H", "H", "Br", "C", "C", "Br", "H", "H", "H", "H", "Br", "C", "C", "Br", "H", "H", "H", "H", "Br", "C", "C", "Br", "H", "H", "H", "H", "Br", "C", "C", "Br", "H", "H", "H", "H", "Br", "C", "C", "Br", "H", "H", "H", "H", "Br", "C", "C", "Br", "H", "H", "H", "H", "Br", "C", "C", "Br", "H", "H", "H", "H", "Br", "C", "C", "Br", "H", "H", "H", "H", "Br", "C", "C", "Br", "H", "H", "H", "H"],
  "coordinates": [[7.17892, -2.77611, 2.38896], [7.57940, -3.18140, 0.94275], [6.75739, -2.43402, -0.08316], [7.26363, -1.77810, -0.97847], [5.43839, -2.53789, 0.13947], [4.56878, -2.40103, -1.01422], [3.14798, -2.08046, -0.56893], [1.71227, -3.21296, -1.40906], [2.00304, -3.27351, -3.82592], [-0.09464, -2.36474, -1.01944], [-0.14085, -1.80901, 0.40401], [-1.42580, -1.08847, 0.79667], [-2.72797, -1.91132, 0.96181], [-2.64293, -3.44004, 1.10270], [-3.00568, -4.19111, -0.11773], [1.86744, -5.15351, -0.83096], [0.15947, -5.86782, -0.15135], [2.93471, -5.39048, 0.23710], [3.27828, -6.87553, 0.48149], [8.05869, -2.41780, 2.91596], [6.75872, -3.62353, 2.92245], [6.43007, -1.99052, 2.38076], [7.45081, -4.25037, 0.81036], [8.60047, -2.86794, 0.76059], [4.63574, -3.31232, -1.60989], [4.91903, -1.59006, -1.64805], [2.91080, -1.03956, -0.79462], [3.06358, -2.23401, 0.50984], [-0.20998, -1.53327, -1.72146], [-0.84052, -3.14106, -1.18861], [0.12943, -2.59995, 1.11057], [0.65475, -1.06276, 0.48635], [-1.24790, -0.50291, 1.69970], [-1.61462, -0.34547, 0.01720], [-3.42678, -1.68052, 0.15764], [-3.20043, -1.53549, 1.86993], [-1.68314, -3.77352, 1.48716], [-3.38706, -3.72495, 1.85118], [-3.97380, -4.46887, -0.04108], [-2.96969, -3.58443, -0.92518], [2.12276, -5.77174, -1.69207], [2.58895, -4.96843, 1.18241], [3.85159, -4.86008, -0.02159], [4.22858, -7.14286, 0.01977], [3.32534, -7.08704, 1.54829], [2.52234, -7.53607, 0.06249], [1.31416, 2.18046, -1.43848], [3.15837, 2.53074, -1.94014], [3.39254, 2.22163, -3.39401], [3.49016, 0.31108, -3.71053], [3.78693, 1.94070, -1.28025], [3.31564, 3.58955, -1.74095], [4.34522, 2.63208, -3.72721], [2.59434, 2.58623, -4.03221], [-1.34660, -3.25275, 4.56699], [-2.65890, -2.61242, 5.84789], [-3.90219, -2.12089, 5.15607], [-3.61320, -0.38390, 4.32603], [-2.17964, -1.83940, 6.43974], [-2.89109, -3.46271, 6.48517], [-4.70625, -1.97251, 5.87517], [-4.23602, -2.79059, 4.36991], [2.85484, -7.92250, 4.40355], [2.10973, -6.71616, 5.73238], [1.73004, -5.38201, 5.14834], [3.28266, -4.26571, 4.80786], [2.85170, -6.62425, 6.51883], [1.22768, -7.22214, 6.11876], [1.12325, -4.82188, 5.85611], [1.19610, -5.46982, 4.20690], [1.81733, 4.56285, -5.52769], [1.73923, 3.83187, -7.33005], [0.37786, 3.28413, -7.65774], [0.10406, 1.57154, -6.77924], [2.51319, 3.07445, -7.37516], [1.99897, 4.66001, -7.98727], [0.30365, 3.08192, -8.72450], [-0.43580, 3.93717, -7.35340], [2.19904, -0.52945, 3.59555], [1.72624, 1.07289, 4.58497], [0.24719, 1.34705, 4.51709], [-0.25922, 2.06259, 2.78636], [2.31913, 1.88486, 4.17678], [2.02804, 0.88513, 5.61423], [-0.03414, 2.10697, 5.24375], [-0.35167, 0.45454, 4.67602], [-2.48402, 6.31777, -8.24871], [-3.28892, 4.77057, -9.11893], [-4.27810, 4.06824, -8.22818], [-3.38897, 3.03770, -6.84783], [-2.46943, 4.12332, -9.41333], [-3.78045, 5.16243, -10.00638], [-4.85694, 3.35026, -8.80573], [-4.95443, 4.75272, -7.72635], [-4.33940, 2.91108, 7.87429], [-5.43208, 1.68496, 6.82355], [-6.59547, 1.14546, 7.60987], [-6.02865, -0.20836, 8.88936], [-4.76711, 0.90173, 6.47799], [-5.78310, 2.26486, 5.97328], [-7.29551, 0.64388, 6.94594], [-7.12073, 1.90825, 8.17511], [6.21123, -1.72402, 5.87324], [4.82009, -0.83702, 6.89610], [4.82802, -1.25976, 8.34170], [4.07668, -3.03745, 8.58366], [3.88038, -1.05669, 6.39591], [5.03519, 0.22661, 6.81580], [4.20110, -0.59744, 8.93465], [5.82831, -1.28382, 8.76030], [-0.90594, 7.49322, -2.06221], [-0.95002, 6.72088, -3.84978], [-2.27980, 6.09116, -4.15909], [-2.49958, 4.38518, -3.26050], [-0.13587, 6.00836, -3.90225], [-0.75450, 7.54902, -4.52754], [-2.35523, 5.86760, -5.22220], [-3.11406, 6.71687, -3.85913], [5.09469, 2.76392, -7.07919], [5.99738, 4.43104, -6.65231], [5.46673, 5.58525, -7.45836], [6.09181, 5.53955, -9.30105], [7.05694, 4.25978, -6.80862], [5.80833, 4.59978, -5.59420], [5.82424, 6.52843, -7.05226], [4.38278, 5.59624, -7.49633], [-8.83785, 3.99428, 9.53025], [-7.02702, 4.71500, 9.55260], [-7.02560, 6.21370, 9.67726], [-7.51774, 7.07788, 8.00583], [-6.54259, 4.36924, 8.64726], [-6.54548, 4.25749, 10.41373], [-6.02413, 6.57037, 9.90614], [-7.72035, 6.57010, 10.43018], [-3.06086, -2.08672, -4.90799], [-1.22028, -1.79154, -5.48191], [-1.04568, -2.08094, -6.94706], [-1.01014, -3.99289, -7.31561], [-0.58792, -2.40592, -4.84903], [-1.02126, -0.74239, -5.27418], [-0.08613, -1.70096, -7.29072], [-1.84319, -1.66258, -7.55248], [-6.84137, 3.13000, -5.30512], [-7.36863, 1.30181, -4.89056], [-6.18821, 0.36782, -4.84105], [-5.54391, -0.08727, -6.61744], [-8.09766, 1.00763, -5.63772], [-7.84831, 1.35936, -3.91626], [-6.47681, -0.57861, -4.39003], [-5.34655, 0.78528, -4.29782]],
  "lowdin_charge": [-0.10, -0.13, -0.50, 0.08, -0.02, -0.25, -0.21, -0.06, 0.19, -0.25, -0.31, -0.21, -0.19, -0.30, -0.01, -0.72, 0.62, -0.38, -0.13, 0.06, 0.06, 0.07, 0.11, 0.10, 0.10, 0.08, 0.03, 0.06, 0.05, 0.02, 0.09, 0.08, 0.04, 0.10, 0.10, 0.01, 0.05, 0.08, 0.05, 0.05, 0.03, 0.08, 0.08, 0.06, 0.01, 0.04, 0.61, -0.69, -0.74, 0.65, 0.05, 0.05, 0.04, -0.05, 0.70, -0.68, -0.65, 0.70, 0.05, 0.06, 0.05, 0.05, 0.63, -0.70, -0.71, 0.59, 0.04, 0.05, 0.03, 0.04, 0.71, -0.69, -0.69, 0.67, -0.04, 0.06, 0.06, 0.00, 0.64, -0.70, -0.70, 0.64, 0.05, 0.05, 0.05, 0.03, 0.62, -0.68, -0.68, 0.60, 0.04, 0.06, 0.06, 0.05, 0.64, -0.69, -0.68, 0.60, -0.03, 0.07, 0.06, 0.00, 0.63, -0.71, -0.70, 0.59, 0.02, 0.06, 0.05, 0.05, 0.60, -0.71, -0.70, 0.60, -0.01, 0.06, 0.00, 0.05, 0.69, -0.67, -0.70, 0.60, 0.05, 0.06, 0.06, 0.03, 0.61, -0.72, -0.70, 0.61, -0.03, 0.06, 0.06, 0.05, 0.58, -0.69, -0.71, 0.60, -0.01, 0.02, 0.04, 0.04, 0.60, -0.69, -0.69, 0.56, 0.05, 0.06, 0.06, 0.05],
  "relative_energy_kcal_mol": 2.6,
  "charge": -1,
  "energy_ha": -74053.6704,
  "multiplicity": 1,
  "orbital_gap_ev": 6.360,
  "e_homo_ev": -5.1
}

***

(2)
{
  "formula": "C5H10NO2",
  "method": "ωB97M-V/def2-TZVPD",
  "symbols": ["C", "N", "C", "O", "C", "C", "C", "O", "H", "H", "H", "H", "H", "H", "H", "H", "H", "H"],
  "coordinates": [[2.10039, 0.56405, 1.11962], [2.30696, 1.10697, -0.20154], [1.50316, 0.43545, -1.12134], [1.24797, -0.92156, -1.00739], [-1.00742, -1.56493, 0.12652], [-1.35021, -0.32166, 0.19813], [-2.77581, 0.31541, -0.17420], [-2.76229, 1.63112, -0.09029], [1.18854, 0.04267, 1.42306], [2.64633, 0.90473, 1.99611], [2.70111, -0.32948, 0.76540], [1.82145, 0.51171, -2.16487], [0.47545, 0.94057, -1.04263], [0.41667, -1.23665, -0.47012], [-1.23317, -2.46587, 0.66910], [-0.72561, 0.54529, 0.48051], [-3.10549, -0.08868, -1.14846], [-3.44802, -0.06914, 0.64239]],
  "lowdin_charge": [-0.20, -0.09, -0.45, -0.15, 0.06, -0.16, -0.49, -0.28, 0.05, 0.05, 0.09, 0.12, 0.14, -0.02, 0.05, 0.10, 0.09, 0.10],
  "relative_energy_kcal_mol": 245.3,
  "charge": -1,
  "energy_ha": -401.4359,
  "multiplicity": 1,
  "orbital_gap_ev": 4.033,
  "e_homo_ev": -2.2
}

***

(3)
{
  "formula": "C17H25N3S",
  "method": "ωB97M-V/def2-TZVPD",
  "symbols": ["C", "C", "C", "C", "N", "N", "C", "S", "N", "C", "C", "C", "C", "C", "C", "C", "C", "C", "C", "C", "C", "H", "H", "H", "H", "H", "H", "H", "H", "H", "H", "H", "H", "H", "H", "H", "H", "H", "H", "H", "H", "H", "H", "H", "H", "H"],
  "coordinates": [[-2.20844, -1.50071, -2.40420], [-2.75564, -0.91032, -1.10566], [-1.89844, -1.26219, 0.11582], [-0.76328, -0.29983, 0.33715], [-0.02146, -0.25506, 1.36917], [-0.17758, -1.12527, 2.38900], [0.65274, -1.23320, 3.45325], [0.31012, -2.40690, 4.57631], [1.71428, -0.42826, 3.62833], [2.25356, 0.54202, 2.70477], [2.76257, -0.04607, 1.40741], [2.98065, 0.80049, 0.32727], [3.43425, 0.30149, -0.87898], [3.67538, -1.05496, -1.02163], [3.47137, -1.90221, 0.05240], [3.02246, -1.40037, 1.26241], [-0.45945, 0.68044, -0.74537], [-1.69789, 1.47096, -1.20965], [-1.45746, 1.97658, -2.63470], [-1.87623, 2.67865, -0.28317], [-2.97548, 0.60564, -1.14998], [-1.18349, -1.20226, -2.59771], [-2.82462, -1.18613, -3.24378], [-2.23613, -2.58786, -2.35532], [-3.74295, -1.36589, -0.95574], [-2.53740, -1.25474, 1.00680], [-1.49790, -2.27673, 0.01261], [-0.91813, -1.82459, 2.37854], [2.27609, -0.68334, 4.42649], [3.07397, 1.05385, 3.21707], [1.48181, 1.28097, 2.47023], [2.79206, 1.85906, 0.43734], [3.59642, 0.97041, -1.71174], [4.02279, -1.44833, -1.96557], [3.66207, -2.96058, -0.04895], [2.86794, -2.07588, 2.09111], [-0.03458, 0.12936, -1.58698], [0.31132, 1.36403, -0.39006], [-0.52414, 2.53363, -2.68578], [-2.26529, 2.63658, -2.94373], [-1.40269, 1.15025, -3.33845], [-2.78694, 3.21967, -0.53153], [-1.03616, 3.36288, -0.38102], [-1.93522, 2.35616, 0.75422], [-3.53109, 0.87007, -0.24672], [-3.61376, 0.84850, -2.00129]],
  "lowdin_charge": [-0.06, -0.35, -0.09, -0.25, 0.10, 0.00, -0.91, 0.57, 0.00, -0.15, -0.23, -0.07, -0.09, -0.10, -0.08, -0.04, -0.09, -0.53, -0.05, -0.05, -0.12, 0.07, 0.08, 0.08, 0.14, 0.13, 0.13, 0.11, 0.12, 0.13, 0.11, 0.11, 0.10, 0.10, 0.10, 0.11, 0.12, 0.11, 0.09, 0.09, 0.08, 0.09, 0.08, 0.09, 0.12, 0.12],
  "relative_energy_kcal_mol": 16.0,
  "charge": 0,
  "energy_ha": -1225.2376,
  "multiplicity": 1,
  "orbital_gap_ev": 8.573,
  "smiles": "C[C@H]1C/C(=N\\NC(=S)NCc2ccccc2)CC(C)(C)C1",
  "e_homo_ev": -8.0
}

***

(4)
{
  "formula": "C3H3F3O",
  "method": "ωB97M-V/def2-TZVPD",
  "symbols": ["C", "C", "C", "O", "F", "F", "F", "H", "H", "H"],
  "coordinates": [[0.25551, 1.22914, 0.40243], [-0.15760, 0.43307, 1.37028], [-0.25875, -2.16665, 0.51477], [-1.23949, -2.14346, -0.39049], [-0.11195, 0.16517, 2.69215], [-0.51220, -2.77705, 1.64063], [1.01297, -2.44121, 0.09771], [0.49125, 2.28851, 0.60344], [-0.13254, 1.15895, -0.66305], [-1.62117, -3.06332, -0.62580]],
  "lowdin_charge": [-0.03, -0.12, -0.49, 0.08, 0.04, 0.14, 0.09, 0.06, 0.08, 0.17],
  "relative_energy_kcal_mol": 123.3,
  "charge": 0,
  "energy_ha": -490.7542,
  "multiplicity": 1,
  "orbital_gap_ev": [8.864, 8.980],
  "e_homo_ev": [-8.9, -8.8]
}

***

(5)
{
  "formula": "C2H4S2",
  "method": "ωB97M-V/def2-TZVPD",
  "symbols": ["C", "C", "S", "S", "H", "H", "H", "H"],
  "coordinates": [[-0.48568, 0.08018, 0.28788], [0.75951, -0.01644, -0.48799], [-1.80639, 1.13556, 0.01274], [-1.82604, -0.94913, 0.14368], [0.17603, -0.22091, 2.08142], [0.58137, -0.00835, -1.53070], [1.24551, -0.99890, -0.31601], [1.35569, 0.97798, -0.19102]],
  "lowdin_charge": [-1.30, -0.23, 0.56, 0.53, 0.18, 0.05, 0.08, 0.13],
  "relative_energy_kcal_mol": 87.0,
  "charge": 0,
  "energy_ha": -874.8214,
  "multiplicity": 1,
  "orbital_gap_ev": 8.349,
  "e_homo_ev": -8.7
}